Record 1
Entry from OMol25: a structure of composition C22H23BrClIN4O8Zr (ωB97M-V/def2-TZVPD).

Results
orbital gap	7.6938	eV
highest occupied orbital energy	-14.1	eV
LUMO energy	-6.3758	eV
net charge	+2
spin multiplicity	1

Positions of all 61 atoms, in Å:
1 Zr 0.97938 0.09219 0.23247
2 C 4.31815 -1.17042 -2.71216
3 C 3.85039 -2.31301 -1.86627
4 N 4.47162 -3.47164 -1.96275
5 C 4.08620 -4.50813 -1.20884
6 C 3.05310 -4.45314 -0.30088
7 C 2.68785 -5.65640 0.53366
8 O 1.30205 -5.96864 0.45441
9 C 2.36879 -3.22434 -0.17846
10 C 1.28771 -3.09835 0.76462
11 N 0.63442 -1.99787 0.91313
12 C -0.41192 -1.81371 1.85106
13 C -0.25486 -2.21722 3.24553
14 C -1.32585 -2.20687 4.04733
15 C -2.65278 -1.87061 3.55341
16 C -2.88300 -1.56948 2.27027
17 C -1.75828 -1.49743 1.32610
18 I -2.23320 -1.87847 -0.68505
19 C 2.77974 -2.14992 -0.97377
20 O 2.16737 -0.94871 -0.90333
21 H 5.12227 -1.50926 -3.35885
22 H 4.69006 -0.35837 -2.08282
23 H 3.50486 -0.78435 -3.33149
24 H 4.64848 -5.42372 -1.35085
25 H 2.90157 -5.46232 1.58691
26 H 3.31066 -6.50171 0.23848
27 H 1.14436 -6.55565 -0.29200
28 H 1.01082 -3.97040 1.35156
29 H 0.73396 -2.51665 3.56711
30 H -1.22358 -2.49272 5.08573
31 H -3.48827 -1.92001 4.23874
32 H -3.88360 -1.41400 1.89282
33 O 1.73525 6.33658 -1.57487
34 C 1.58389 5.01208 -1.73129
35 C 1.90067 4.31160 -2.82210
36 C 1.70730 2.81886 -2.90464
37 N 2.05980 2.19080 -0.42146
38 C 1.15849 3.23650 -0.03900
39 Br 0.10870 2.67623 1.46621
40 C 0.92758 4.42990 -0.55481
41 H 2.13989 6.74785 -2.34988
42 H 2.34219 4.80701 -3.67774
43 H 2.16474 2.49873 -3.84443
44 H 0.18917 5.06632 -0.08126
45 O 3.05191 -1.77890 2.65016
46 Cl 3.57037 -0.48114 2.32714
47 O 4.44279 -0.51288 1.18271
48 O -0.82735 -0.37456 1.56658
49 O 2.27869 0.34229 1.74729
50 C 2.49333 2.05492 -1.84915
51 N 0.26728 2.44456 -3.07889
52 C -0.36564 3.10266 -4.23469
53 C -0.43896 1.59469 -2.38511
54 O -0.05151 0.92398 -1.38786
55 H 3.51466 2.42152 -1.93992
56 H 2.51128 0.99155 -2.08136
57 H 2.88454 2.24122 0.17634
58 H 0.22097 2.89070 -5.12740
59 H -0.39978 4.17597 -4.06813
60 H -1.37363 2.72216 -4.37064
61 H -1.46904 1.46232 -2.71783

Forces on the atoms, in the same order (eV/Å):
0.0 -0.2 0.0
0.0 0.0 0.0
0.0 0.0 0.0
0.0 0.0 0.0
0.1 0.0 -0.1
-0.1 0.1 0.0
0.0 0.0 0.0
0.0 0.0 0.0
0.1 -0.1 0.0
-0.1 0.0 0.0
0.0 0.0 -0.1
0.1 -0.1 0.1
0.0 0.0 -0.1
0.0 0.0 0.0
0.0 0.0 0.0
0.0 0.0 0.0
0.0 0.0 -0.1
0.0 0.0 0.0
-0.2 0.0 0.1
0.0 0.0 0.0
0.0 0.0 0.0
0.0 0.0 0.0
0.0 0.0 0.0
0.0 0.0 0.0
0.0 0.0 0.0
0.0 0.0 0.0
0.0 0.0 0.0
0.0 0.0 0.0
0.0 0.0 0.1
0.0 0.0 0.0
0.0 0.0 0.0
0.0 0.0 0.0
0.0 0.0 0.0
0.1 0.1 -0.1
0.0 -0.1 0.1
0.0 0.0 0.0
0.0 0.2 -0.1
0.0 -0.2 0.1
0.1 0.1 -0.1
-0.1 0.1 0.0
0.0 0.0 0.0
0.0 0.0 0.0
0.0 0.0 0.0
0.0 0.0 0.0
-0.1 -0.1 0.1
0.4 0.2 -0.3
0.0 0.0 0.2
0.0 0.1 0.0
-0.2 0.0 0.2
0.0 0.0 0.0
0.0 0.0 0.0
0.0 0.0 0.0
0.0 0.0 0.0
-0.1 0.0 -0.1
0.0 0.0 0.0
0.0 0.0 0.0
0.0 0.0 0.0
0.0 0.0 0.0
0.0 0.0 0.0
0.0 0.0 0.0
0.0 0.0 0.0

Here are the Löwdin charges for atoms 1 to 2, given in e: number 1, Zr, carries 1.725; number 2, C, carries -0.005

Record 2
Entry from OMol25: a structure of composition C22H23Cl2N2O4S3W in a non-equilibrium geometry (ωB97M-V/def2-TZVPD).

Results
orbital gap	5.0476	eV
highest occupied orbital energy	-16.6	eV
LUMO energy	-11.5270	eV
net charge	+3
spin multiplicity	1

Positions of all 57 atoms, in Å:
1 W -0.25600 0.74940 -0.20730
2 O -0.50130 0.09140 1.46360
3 C 0.36720 -0.06630 2.49390
4 C -0.03290 0.08920 3.81780
5 C 0.88860 -0.04540 4.84440
6 C 2.21840 -0.36660 4.57030
7 C 2.62880 -0.56290 3.27210
8 C 1.72070 -0.43290 2.20130
9 C 2.06090 -0.87330 0.89470
10 N 1.25160 -0.65570 -0.11700
11 N 1.40970 -1.36520 -1.24940
12 C 0.34290 -1.31500 -2.00170
13 O -0.61990 -0.45030 -1.58990
14 C 0.15240 -2.26150 -3.06360
15 C 1.23660 -3.06270 -3.47450
16 C 1.04190 -4.05670 -4.40690
17 C -0.22300 -4.27430 -4.94490
18 C -1.30820 -3.51500 -4.51540
19 C -1.12730 -2.50870 -3.59360
20 H -1.06340 0.32200 4.03980
21 H 0.56220 0.10710 5.86240
22 H 2.92530 -0.48220 5.37800
23 H 3.65610 -0.81040 3.05220
24 H 2.92190 -1.52040 0.74560
25 H 2.20780 -2.88940 -3.04210
26 H 1.86860 -4.67770 -4.70800
27 H -0.36500 -5.03670 -5.69500
28 H -2.29480 -3.72680 -4.89820
29 H -1.97970 -1.94410 -3.24080
30 C -2.16440 4.15460 -0.76200
31 C -1.66810 4.24400 0.66860
32 S -1.35240 2.65120 1.51270
33 C -3.01680 1.93030 1.88520
34 C -3.82930 1.43970 0.70870
35 S -2.92990 0.13140 -0.24880
36 C -3.31570 0.58180 -1.99530
37 C -3.01140 2.00290 -2.43830
38 S -1.45790 2.74280 -1.75620
39 H -1.87980 5.06810 -1.28790
40 H -3.24860 4.07500 -0.80550
41 H -2.37400 4.82020 1.27130
42 H -0.70120 4.74910 0.71920
43 H -3.57730 2.67490 2.45350
44 H -2.78640 1.09810 2.55490
45 H -4.10730 2.23980 0.03140
46 H -4.74580 0.96920 1.07550
47 H -4.37850 0.37970 -2.15680
48 H -2.74130 -0.14920 -2.57190
49 H -3.82650 2.69150 -2.21900
50 H -2.87750 2.00980 -3.52270
51 Cl 3.73270 3.76600 0.31700
52 C 3.12440 2.67010 -0.91180
53 Cl 3.88600 1.02450 -0.79280
54 C 1.77120 2.09790 -0.64760
55 O 1.06430 1.60210 -1.58310
56 O 1.26220 1.97200 0.51410
57 H 3.26370 3.04780 -1.93060

Forces on the atoms, in the same order (eV/Å):
-2.8 2.5 -0.7
0.4 -0.6 2.3
0.9 -0.4 0.6
-0.3 0.0 -0.4
-0.2 0.0 -0.4
0.3 -0.1 -0.2
-0.1 0.0 0.1
-0.3 0.1 -0.2
-0.2 0.0 0.8
-0.5 0.4 -0.8
0.2 -0.5 -0.3
1.1 -0.5 0.6
0.0 -0.7 -0.8
-0.4 -0.3 -0.7
-0.3 0.4 0.2
-0.1 0.0 -0.1
0.0 0.2 0.2
0.0 -0.1 -0.2
0.3 0.2 0.3
-0.1 0.0 0.0
0.0 0.0 0.1
0.0 0.0 0.1
0.1 -0.1 0.0
-0.1 0.1 -0.2
0.2 0.0 0.0
0.1 0.0 -0.1
0.0 -0.1 0.0
-0.1 0.0 -0.1
0.0 0.0 0.0
0.1 -0.3 -0.1
0.3 -0.4 0.2
-0.7 0.0 -0.5
0.5 0.0 -0.1
0.2 -0.3 -0.3
0.4 1.1 -0.3
0.1 -0.4 0.3
0.3 0.2 0.0
-0.6 -0.2 0.2
0.0 -0.1 -0.1
0.1 -0.1 0.0
0.1 0.0 0.0
0.0 0.0 0.1
0.1 0.0 0.0
0.0 0.1 0.0
0.0 0.0 -0.1
0.1 0.0 -0.1
0.1 -0.1 0.1
-0.2 0.2 0.1
0.1 0.0 0.1
-0.1 0.0 0.1
-0.4 -0.3 -0.5
0.4 -0.3 0.5
0.7 0.3 -0.2
0.3 0.9 -0.4
0.1 -0.4 0.2
0.0 0.0 0.2
-0.1 -0.1 0.3

Here are the Löwdin charges for atoms 1 to 2, given in e: number 1, W, carries 1.693; number 2, O, carries -0.325

Record 3
Entry from OMol25: a structure of composition C22H23IN4O4PZn (ωB97M-V/def2-TZVPD).

Results
orbital gap	8.7947	eV
highest occupied orbital energy	-11.9	eV
LUMO energy	-3.0988	eV
net charge	+1
spin multiplicity	1

Positions of all 56 atoms, in Å:
1 Zn -1.20529 1.27972 -0.74513
2 N -1.10894 3.21940 0.29848
3 N -2.35528 3.22752 0.97498
4 C -3.44697 2.57442 0.32957
5 O -4.56556 2.85782 0.67489
6 O -3.09018 1.68814 -0.55196
7 H -0.36564 3.30070 0.98384
8 H -1.02233 3.98928 -0.36239
9 H -2.63523 4.12317 1.35263
10 O -3.37844 -0.51597 -1.95078
11 N -2.06070 -0.62937 -1.62494
12 C -1.55765 -1.76517 -1.89495
13 C -0.13897 -2.10815 -1.64983
14 C 0.39382 -3.08889 -2.48437
15 C 1.71964 -3.48574 -2.37751
16 C 2.53067 -2.91083 -1.41444
17 C 2.00943 -1.94946 -0.55683
18 C 0.68409 -1.53901 -0.65391
19 P 0.03553 -0.28556 0.50011
20 C -1.07460 -1.17322 1.60587
21 C -2.09329 -0.43357 2.20953
22 C -2.96702 -1.05258 3.08814
23 C -2.83205 -2.40856 3.35630
24 C -1.82467 -3.14726 2.75128
25 C -0.94246 -2.53232 1.87514
26 C 1.44181 0.31232 1.45413
27 C 1.76760 -0.20254 2.70541
28 C 2.86310 0.30077 3.39284
29 C 3.63381 1.30966 2.83231
30 C 3.31011 1.82793 1.58442
31 C 2.21119 1.33613 0.89929
32 H -3.64788 0.32476 -1.51163
33 H -2.19095 -2.51766 -2.36073
34 H -0.24407 -3.54342 -3.23245
35 H 2.10984 -4.24608 -3.04035
36 H 3.56361 -3.21605 -1.31524
37 H 2.64510 -1.51540 0.20422
38 H -2.21203 0.62368 1.99217
39 H -3.76001 -0.48108 3.55088
40 H -3.52085 -2.89325 4.03527
41 H -1.72652 -4.20444 2.95845
42 H -0.15926 -3.11307 1.40206
43 H 1.16289 -0.98694 3.14384
44 H 3.11418 -0.09443 4.36786
45 H 4.48664 1.69856 3.37247
46 H 3.90988 2.61741 1.15105
47 H 1.95484 1.74912 -0.07283
48 N 1.14653 0.57696 -3.32119
49 C 0.66302 1.80355 -3.14912
50 O -0.25402 2.07535 -2.35915
51 C 1.28670 2.91171 -3.94321
52 I 2.69908 3.89941 -2.68354
53 H 0.78708 -0.20725 -2.79381
54 H 1.89776 0.40776 -3.96846
55 H 0.53056 3.64263 -4.20639
56 H 1.82236 2.56938 -4.82228

Forces on the atoms, in the same order (eV/Å):
0.0 0.1 0.0
0.0 0.0 0.0
0.0 0.1 0.0
0.0 0.0 0.0
0.0 0.0 0.0
0.0 0.0 0.0
0.0 0.0 0.0
0.0 0.0 0.0
0.0 0.0 0.0
0.1 0.0 0.0
0.0 -0.1 0.0
0.0 0.0 0.0
-0.1 0.0 0.0
0.0 0.0 0.0
0.0 0.0 0.0
0.0 0.0 0.0
0.0 0.0 0.0
0.0 0.0 0.0
0.0 0.0 0.0
-0.1 0.1 0.0
0.0 0.0 0.0
0.0 0.0 0.0
0.0 0.0 0.0
0.0 0.0 0.0
0.0 0.0 0.0
0.0 0.0 0.0
0.0 0.0 0.0
0.0 0.0 0.0
0.0 0.0 0.0
0.0 0.0 0.0
0.0 0.0 0.0
0.0 0.0 0.0
0.0 0.0 0.0
0.0 0.0 0.0
0.0 0.0 0.0
0.0 0.0 0.0
0.0 0.0 0.0
0.0 0.0 0.0
0.0 0.0 0.0
0.0 0.0 0.0
0.0 0.0 0.0
0.0 0.0 0.0
0.0 0.0 0.0
0.0 0.0 0.0
0.0 0.0 0.0
0.0 0.0 0.0
0.0 0.0 0.0
0.0 0.0 -0.1
0.0 0.0 0.0
0.0 -0.1 0.0
0.0 0.0 0.0
0.0 0.0 0.0
0.0 0.0 0.0
0.0 0.0 0.0
0.0 0.0 0.0
0.0 0.0 0.0

Here are the Löwdin charges for atoms 1 to 2, given in e: number 1, Zn, carries 0.588; number 2, N, carries 0.003

Record 4
Entry from OMol25: a structure of composition C22H23IrN6O6S in a non-equilibrium geometry (ωB97M-V/def2-TZVPD).

Results
orbital gap (alpha / beta)	6.2788 / 2.7796	eV
expectation value of S²	8.78
highest occupied orbital energy (alpha / beta)	-16.7 / -16.7	eV
LUMO energy (alpha / beta)	-10.3771 / -13.8884	eV
net charge	+3
spin multiplicity	6

Positions of all 59 atoms, in Å:
1 Ir -0.82939 -0.77257 0.21972
2 O 3.02365 -3.38686 -3.67681
3 C 1.98517 -4.12983 -3.46079
4 O 1.70683 -5.14021 -4.04877
5 C 1.00546 -3.71842 -2.36859
6 C -0.01664 -4.56303 -1.96337
7 N -0.74086 -3.91746 -1.04177
8 N -0.24976 -2.69505 -0.80668
9 C 0.81614 -2.55064 -1.60792
10 C 1.58378 -1.24761 -1.50366
11 O 2.66406 -1.13507 -2.03339
12 O 0.98680 -0.34095 -0.79905
13 H 3.09364 -2.57762 -3.13349
14 H -0.22829 -5.57004 -2.28775
15 H -1.52949 -4.27042 -0.52772
16 N 1.37686 3.28464 4.92600
17 C 0.46300 2.73058 4.12853
18 O -0.49966 3.30305 3.64193
19 C 0.60243 1.25185 3.81585
20 C 1.06752 0.27060 4.68269
21 C 0.95308 -1.06435 4.30195
22 C 0.37334 -1.37680 3.08996
23 N -0.06298 -0.41768 2.25274
24 C 0.06683 0.86610 2.60482
25 H 1.29253 4.26649 5.14298
26 H 2.21121 2.81242 5.22604
27 H 1.48135 0.52148 5.65127
28 H 1.28516 -1.85846 4.95564
29 H 0.24178 -2.40754 2.78811
30 H -0.29204 1.62812 1.92888
31 C -4.00519 0.14656 3.10940
32 C -4.41382 1.60848 3.25280
33 C -4.81065 2.26831 1.92410
34 N -3.64489 2.32045 1.02411
35 C -3.24458 1.41305 0.17803
36 S -1.62965 1.46241 -0.42231
37 N -4.18490 0.53489 -0.34426
38 C -3.95056 -0.70249 -0.88824
39 O -2.87586 -1.28420 -0.78686
40 C -5.06440 -1.32314 -1.66000
41 C -6.39842 -1.11987 -1.39249
42 C -7.39430 -1.73197 -2.21415
43 C -7.04142 -2.55892 -3.29426
44 C -5.71406 -2.78357 -3.55347
45 C -4.72108 -2.18596 -2.73378
46 H -3.81356 -0.28235 4.09177
47 H -3.08974 0.02672 2.51842
48 H -4.80072 -0.44380 2.64596
49 H -3.61015 2.18806 3.71278
50 H -5.28063 1.67332 3.91204
51 H -5.14068 3.29043 2.09666
52 H -5.63209 1.72043 1.46272
53 H -2.95453 3.02331 1.27929
54 H -5.13297 0.87874 -0.39219
55 H -6.72735 -0.54359 -0.53590
56 H -8.44151 -1.54599 -2.00062
57 H -7.80784 -3.00685 -3.91363
58 H -5.41886 -3.40810 -4.38765
59 H -3.67099 -2.36637 -2.93764

Forces on the atoms, in the same order (eV/Å):
1.4 0.1 -0.5
0.8 0.4 -0.4
-1.3 -0.7 0.5
0.3 0.3 0.0
0.2 0.5 0.1
0.2 0.1 -0.1
-0.2 -0.2 -0.1
-0.2 1.1 0.5
0.1 -0.2 -0.1
0.5 -1.5 -0.8
-0.4 0.1 0.2
-1.1 0.9 0.9
-0.2 0.0 0.1
0.0 0.0 0.0
0.0 0.0 0.1
0.0 0.1 0.1
-0.2 -0.2 -0.2
0.1 0.1 0.0
0.1 0.0 0.3
-0.1 0.0 -0.2
-0.1 0.0 0.0
0.1 -0.2 0.2
-0.2 -0.1 -0.7
-0.1 0.2 0.1
0.0 0.0 0.0
0.0 -0.1 0.0
0.0 0.0 0.0
0.0 0.0 0.0
0.0 0.0 -0.1
0.0 0.0 0.0
-0.1 0.1 0.0
0.0 -0.1 -0.2
-0.2 0.0 0.4
0.0 -0.3 0.1
0.5 0.4 0.0
0.3 -0.7 0.1
-0.4 -0.6 -0.1
0.6 0.6 0.5
-0.5 -0.3 -0.2
-0.8 0.1 0.0
0.8 0.0 0.3
-0.3 -0.2 -0.2
0.2 -0.2 -0.2
-0.4 -0.1 -0.2
0.2 0.2 0.0
0.0 0.0 0.0
0.0 0.0 0.0
0.0 0.0 0.0
0.0 0.0 0.0
0.0 0.1 0.0
0.0 0.0 -0.1
0.0 0.0 -0.1
0.1 -0.1 0.0
0.0 0.1 0.0
-0.1 0.1 -0.1
0.0 0.0 0.0
0.0 0.0 0.0
0.1 0.0 0.0
0.0 -0.1 0.0

Here are the Löwdin charges for atoms 1 to 2, given in e: number 1, Ir, carries 1.403; number 2, O, carries 0.196

So what do the calculations give for calculated total energy? Going down the list: -5051.4003 -3443.6916 -3790.3784 -2133.5624 a.u..
So what do the calculations give for relative energy (zero: lowest compared OMol25 entry of this formula, charge and spin)? Going down the list: 307.9 89.5 0.0 65.4 kJ/mol.